(1)
Molecular formula: C14H10ClCrNS3
Method: DFT, wB97M-V/def2-TZVPD

Calculated values
<S²> = 6.0498
Net charge = -2
Frontier orbital gap (alpha / beta) = 5.149 / 5.763 eV
Spin multiplicity = 5
E_HOMO (alpha / beta) = -0.41 / -1.03 eV
LUMO level (alpha / beta) = 4.74 / 4.73 eV

Geometry as XYZ:
```
30
Properties=species:S:1:pos:R:3:forces:R:3:mulliken_spin:R:1
Cr -2.21919 -1.85168 1.26688 -2.883 -0.544 0.104 3.815
S -6.31429 -2.22288 -0.72282 -0.456 -0.011 -0.288 0.028
C -4.83539 -2.04838 0.01468 0.308 0.112 0.134 0.016
S -4.38449 -2.83588 1.47828 -0.494 -0.416 0.223 -0.047
S -3.55309 -1.04078 -0.58522 0.028 0.050 -0.174 -0.052
Cl -1.50779 -2.45638 3.31898 0.429 -0.266 1.211 0.029
N -0.64169 -1.27658 0.68238 3.872 1.324 -1.444 -0.093
C 0.21481 -0.40128 0.31448 -1.834 -0.822 0.820 0.116
C 1.55251 -0.75618 -0.12712 1.368 -0.342 -0.476 0.017
C 2.57791 0.19592 -0.26152 -0.562 -0.226 0.215 0.034
C 3.82551 -0.16638 -0.71572 0.566 -0.148 -0.219 -0.024
C 4.10921 -1.48618 -1.04192 0.000 0.086 0.082 0.044
C 3.12301 -2.45138 -0.85782 0.415 -0.012 -0.201 -0.020
C 1.87251 -2.09668 -0.41002 -0.401 0.298 0.132 0.040
C -0.22079 1.01262 0.26588 -0.320 0.786 -0.296 -0.031
C -0.01759 1.79982 -0.87602 -0.004 -0.318 0.350 0.022
C -0.63409 3.02772 -1.00392 -0.083 0.377 -0.085 -0.012
C -1.44049 3.52212 0.00968 -0.051 -0.048 0.067 0.024
C -1.63769 2.75752 1.15588 -0.075 0.298 -0.084 -0.028
C -1.05129 1.51552 1.27408 0.378 -0.252 0.089 0.055
H 2.38781 1.22412 0.01258 -0.053 0.049 -0.043 0.004
H 4.59651 0.58902 -0.82312 0.017 0.016 0.002 -0.001
H 5.08761 -1.75678 -1.42012 0.026 -0.032 0.019 0.005
H 3.34931 -3.48718 -1.08442 -0.063 -0.033 0.012 -0.001
H 1.10001 -2.84028 -0.26342 -0.087 0.074 0.021 0.011
H 0.59091 1.41832 -1.68542 0.023 -0.043 -0.031 0.001
H -0.49949 3.60282 -1.91282 0.002 0.025 -0.031 0.000
H -1.93619 4.47862 -0.10372 0.009 0.026 0.014 0.003
H -2.27379 3.13262 1.94858 -0.025 -0.028 0.012 -0.002
H -1.22019 0.89802 2.15268 -0.050 0.021 -0.136 0.049
```
Positions in Å, forces in eV/Å.


(2)
Molecular formula: C3H7N2S2
Method: DFT, wB97M-V/def2-TZVPD

Calculated values
Net charge = +1
Frontier orbital gap = 5.796 eV
E_HOMO = -11.78 eV
LUMO level = -5.98 eV
Energy relative to the best compared isomer or geometry (same formula, charge and spin) = 417.6 kJ/mol

Geometry as XYZ:
```
14
Properties=species:S:1:pos:R:3:forces:R:3:mulliken_charge:R:1
C -0.56857 0.42132 -0.55409 0.403 1.617 -0.362 -0.751
C 1.74663 -0.29380 0.04670 0.958 1.245 -0.169 0.742
C -0.02080 -1.81458 0.34305 -3.161 -0.032 -0.402 -0.994
N -0.75034 1.73805 0.14331 4.745 -3.074 1.744 -0.300
N 0.45945 -0.46369 0.03229 -0.220 0.628 0.220 -0.035
S 3.28399 -0.15028 0.10049 -2.464 -0.373 -0.078 -0.042
S 0.53436 2.94199 -0.21384 0.336 -0.118 -0.208 -0.311
H -0.45492 0.67066 -1.57926 1.551 0.390 -0.999 0.420
H -1.50064 -0.04673 -0.69683 -1.195 -1.403 1.224 0.506
H -0.55588 -2.16384 -0.55362 0.568 -0.269 0.308 0.362
H -0.69114 -2.05377 1.20807 0.151 1.601 -0.456 0.314
H 0.78285 -2.35659 0.60950 2.931 -2.255 0.166 0.433
H -0.64553 1.52610 1.14422 -0.518 0.385 -0.181 0.370
H -1.61947 2.04516 -0.03000 -4.084 1.658 -0.808 0.286
```
Positions in Å, forces in eV/Å.


(3)
Molecular formula: C8H16Br8
Method: DFT, wB97M-V/def2-TZVPD

Calculated values
Frontier orbital gap = 7.933 eV
E_HOMO = -8.25 eV
LUMO level = -0.32 eV
Energy relative to the best compared isomer or geometry (same formula, charge and spin) = 1552.1 kJ/mol

Geometry as XYZ:
```
32
Properties=species:S:1:pos:R:3:forces:R:3:mulliken_charge:R:1
Br -13.69527 -6.51041 -13.19316 0.500 -2.319 -0.286 -0.215
C -12.37592 -5.33528 -13.90797 -0.229 1.991 -0.530 -0.518
C -13.07161 -4.55599 -15.10204 6.765 0.185 4.148 -0.708
Br -11.68652 -4.13970 -16.41439 0.210 0.135 -0.216 -0.164
H -11.39675 -5.76065 -14.12797 -0.515 -0.576 -0.166 0.469
H -12.23256 -4.67019 -13.05637 0.256 0.206 -0.223 0.281
H -13.31745 -3.57986 -14.68390 -0.878 -0.134 -0.423 0.296
H -13.83127 -5.10027 -15.66309 6.625 0.442 5.549 0.429
Br -16.55049 -1.86691 -10.86283 -0.182 0.091 -0.098 -0.185
C -15.99947 -3.72363 -10.99297 0.824 -0.123 0.317 -0.783
C -15.46605 -4.07915 -12.35226 -0.999 1.463 0.202 0.074
Br -16.86172 -4.10709 -13.85316 5.209 2.608 17.554 0.026
H -16.81329 -4.32407 -10.58647 0.123 -0.009 -0.329 0.389
H -15.13130 -3.77472 -10.33588 -0.212 -0.091 0.396 0.417
H -14.87814 -4.99604 -12.39442 -1.325 0.266 0.357 -0.304
H -14.71831 -3.33314 -12.62145 -0.198 0.401 -0.191 0.299
Br -19.72315 -10.72567 -18.02272 0.355 0.831 0.262 -0.163
C -19.15284 -9.00220 -17.19285 0.450 -0.768 1.206 -0.657
C -18.87318 -7.98210 -18.26718 -0.550 -0.693 -1.246 -0.582
Br -18.44414 -6.17701 -17.65661 -2.860 -4.067 -6.571 -0.033
H -18.27747 -9.22093 -16.58132 0.380 -0.207 -0.523 0.363
H -19.87248 -8.84395 -16.38963 -0.571 0.667 -0.747 0.403
H -19.72298 -7.95495 -18.94924 0.029 0.353 0.078 0.392
H -18.01128 -8.29964 -18.85407 -0.054 0.011 0.136 0.354
Br -14.94971 -5.10807 -16.45800 -12.578 -0.246 -7.771 0.001
C -16.60969 -4.05588 -15.96455 -0.978 0.017 -5.961 -0.782
C -17.69889 -5.04822 -15.48617 -1.713 0.534 -2.860 -1.321
Br -19.43923 -4.02327 -15.22358 0.434 -0.729 -0.466 -0.087
H -17.05687 -3.62857 -16.86206 0.366 -0.205 -0.980 0.616
H -16.39449 -3.23344 -15.28237 1.114 0.294 -3.109 0.390
H -17.43674 -5.58771 -14.57606 -1.393 -1.954 -2.123 0.495
H -17.93567 -5.63565 -16.37328 1.593 1.625 4.618 0.809
```
Positions in Å, forces in eV/Å.


(4)
Molecular formula: C26H47Br2Cl2N5O6S
Method: DFT, wB97M-V/def2-TZVPD

Calculated values
Frontier orbital gap = 5.777 eV
E_HOMO = -6.77 eV
LUMO level = -0.99 eV

Geometry as XYZ:
```
89
Properties=species:S:1:pos:R:3:forces:R:3:mulliken_charge:R:1
C -2.26164 -1.74161 4.84164 0.137 -0.170 -0.051 -1.348
C -2.01980 -2.53947 3.54360 0.362 0.876 0.307 0.386
C -0.53562 -2.47265 3.22249 -0.432 -0.162 0.436 -0.841
O -0.20516 -3.22627 2.06326 0.198 -0.218 -0.300 -0.372
C 0.45662 -2.49980 1.06313 0.132 0.775 0.352 -1.889
C -0.60140 -1.77066 0.21973 -0.430 -1.093 0.545 -1.328
C -1.62015 -2.77445 -0.31782 -0.179 0.108 -0.759 0.237
C -0.97590 -4.05259 -0.85161 0.001 0.625 -0.396 -2.144
N 0.04238 -3.70128 -1.88162 -0.048 -0.796 0.127 -0.160
C 1.26652 -4.53622 -1.81014 0.034 0.798 0.162 -0.953
C -2.61640 -2.19039 -1.40294 0.533 -0.299 1.795 -1.917
C -4.04106 -2.54294 -0.94110 -0.427 0.328 -1.509 -0.849
C -4.54867 -3.89454 -1.47673 -0.322 -0.146 0.674 -1.335
C -4.66645 -4.93146 -0.35877 0.376 0.642 -0.357 -0.358
Cl -6.09624 -4.56589 0.64518 -0.065 -0.179 0.035 -0.207
C -2.41111 -0.66561 -1.61755 -0.935 -1.066 -0.159 2.272
N -2.92539 0.08975 -0.47736 0.287 0.202 0.341 -0.479
C -3.15041 -0.21316 -2.88967 0.188 0.620 -0.028 -1.516
Br -3.98174 -1.53037 -4.01337 0.209 0.191 -0.002 -0.075
C -3.24041 1.04772 -3.33337 -0.055 -0.563 -0.016 0.650
C -3.94720 1.46139 -4.58601 0.094 0.942 0.380 -1.467
Br -2.42394 2.50356 -2.42305 -0.005 -0.028 -0.013 -0.112
C -0.92937 -0.47968 -1.90324 -0.013 -0.018 -0.867 -1.045
N 0.00798 -0.91435 -0.82917 0.385 0.562 0.525 1.160
C 0.76119 0.21241 -0.17942 1.225 0.413 0.348 -0.906
C 2.28370 -0.02415 -0.20245 -0.324 0.264 -0.300 -0.679
C 3.02036 0.87319 -1.21165 0.913 -0.496 0.723 -1.330
C 3.47749 2.15243 -0.51418 -0.347 0.029 -0.699 -0.048
C 4.53008 2.94016 -1.28152 -0.012 0.143 0.578 -0.782
C 4.77768 4.29275 -0.60148 -0.429 -0.153 -0.695 -0.823
C 3.54392 5.21329 -0.60746 0.032 -0.686 0.516 -0.775
S 3.36092 6.19063 0.90371 0.081 0.775 -0.411 -0.039
C 2.86918 5.07377 2.12632 0.179 0.293 0.011 0.283
N 2.65511 5.46811 3.33246 -0.153 0.324 0.103 -0.193
N 2.27980 4.35064 4.03098 -0.254 -0.189 1.003 -0.551
C 2.30139 3.35873 3.23721 0.165 0.753 -0.238 -0.169
O 2.67655 3.74823 1.97747 -0.073 -0.928 -0.560 -0.065
H -2.52820 -2.38232 5.67495 -0.127 -0.037 0.085 0.312
H -1.36469 -1.20052 5.13900 0.137 0.030 0.039 0.384
H -3.02558 -0.98649 4.70268 -0.267 -0.012 0.091 0.381
H -2.55161 -2.00547 2.75706 -0.237 -0.375 -0.327 -0.316
H -2.35350 -3.56712 3.62366 -0.143 -0.118 -0.138 0.464
H 0.02411 -2.85515 4.07555 0.201 -0.153 -0.008 0.516
H -0.27925 -1.41365 3.13437 0.232 0.036 -0.292 0.339
H 1.12828 -1.78764 1.54714 0.112 0.179 -0.114 0.751
H 1.09067 -3.13588 0.45340 -0.126 -0.369 0.007 0.231
H -1.12905 -1.13974 0.92696 0.034 0.533 -0.167 1.439
H -2.22114 -3.05454 0.53836 0.014 -0.037 0.257 0.757
H -1.77417 -4.63863 -1.30685 -0.002 -0.272 0.059 0.569
H -0.55146 -4.64544 -0.04717 0.186 0.002 0.059 0.540
H -0.38274 -3.92886 -2.77080 0.019 0.242 -0.113 0.323
H 2.04561 -3.97561 -1.29355 0.128 -0.077 0.141 0.245
H 1.12462 -5.47133 -1.27425 -0.083 -0.224 -0.163 0.338
H 1.64330 -4.69826 -2.81277 0.013 -0.262 -0.128 0.386
H -2.37160 -2.72534 -2.31082 -0.110 0.153 -0.350 1.524
H -4.70818 -1.79744 -1.36972 -0.111 0.184 0.177 0.618
H -4.17607 -2.48126 0.13449 0.139 -0.026 0.166 0.505
H -5.54529 -3.76127 -1.88576 -0.104 -0.009 -0.204 0.449
H -3.93293 -4.27040 -2.29152 0.190 -0.071 0.007 0.495
H -4.71500 -5.94058 -0.74556 -0.219 -0.192 0.151 0.441
H -3.81748 -4.80775 0.30309 0.182 -0.392 0.168 0.106
H -3.87798 0.38808 -0.63594 0.024 0.174 -0.156 0.528
H -2.96576 -0.47378 0.36281 0.083 -0.070 -0.037 0.071
H -4.08030 2.53896 -4.55158 -0.055 0.086 -0.096 0.422
H -3.33247 1.26044 -5.45817 -0.088 -0.318 -0.183 0.297
H -4.93605 1.02837 -4.65336 -0.041 -0.347 -0.198 0.449
H -0.66804 0.52344 -2.20322 -0.048 0.293 0.274 0.329
H -0.71769 -1.09645 -2.77391 0.078 -0.255 0.012 0.159
H 0.72193 -1.49332 -1.27803 -0.256 -0.256 -0.193 0.650
H 0.57984 1.16077 -0.67340 -0.435 -0.084 -0.222 0.560
H 0.46807 0.33346 0.85559 -0.593 -0.196 0.027 0.212
H 2.65768 0.23424 0.78303 0.120 -0.062 0.193 0.479
H 2.52796 -1.08119 -0.32765 -0.116 -0.124 -0.159 0.711
H 3.92433 0.34679 -1.51900 0.022 -0.112 -0.261 0.374
H 2.43907 1.08152 -2.10842 -0.143 0.008 -0.082 0.381
H 3.91427 1.92023 0.45351 -0.081 -0.170 0.191 0.254
H 2.58902 2.75248 -0.31965 0.048 0.158 0.125 0.148
H 5.46341 2.38342 -1.20003 0.124 -0.150 -0.284 0.360
H 4.29369 3.03760 -2.34118 -0.142 0.106 -0.085 0.344
H 5.12632 4.10175 0.40798 0.054 0.128 0.185 0.426
H 5.56011 4.80649 -1.15075 0.326 0.074 0.203 0.417
H 3.65149 5.91435 -1.42629 -0.135 0.434 0.100 0.483
H 2.60874 4.68538 -0.78015 0.001 -0.182 -0.109 0.352
H 2.05908 2.34597 3.47933 0.054 -0.316 -0.283 0.543
O 4.56369 8.04588 4.63044 -0.014 -0.010 0.033 -0.637
Cl 5.04897 8.45528 3.33825 0.136 0.033 0.034 1.673
O 5.62728 7.31247 2.65185 0.021 -0.022 0.053 -0.652
O 6.05917 9.47449 3.49582 -0.019 0.025 -0.052 -0.695
O 3.95274 8.97432 2.54466 -0.010 -0.050 -0.033 -0.663
```
Positions in Å, forces in eV/Å.